Entry from the Open Molecules 2025 dataset: C3H7NOS in the gas phase in a non-equilibrium geometry (ωB97M-V/def2-TZVPD).

The geometry in XYZ format:
```
13
Properties=species:S:1:pos:R:3:nbo_charge:R:1
C -1.964 -0.906 0.011 -0.41
N -0.550 -0.603 -0.047 -0.61
C -0.082 0.649 -0.044 0.65
O -0.852 1.627 -0.262 -0.64
C 1.386 0.876 0.324 -0.61
S 2.545 -0.451 -0.088 -0.05
H -2.382 -0.860 -1.008 0.20
H -2.436 -0.136 0.618 0.22
H -2.113 -1.884 0.442 0.20
H 0.159 -1.345 -0.070 0.41
H 1.376 1.040 1.380 0.24
H 1.761 1.784 -0.167 0.25
H 3.152 0.209 -1.088 0.14
```

Computed properties:
Charge = 0
SMILES = CNC(=O)CS
Energy above the lowest of the compared OMol25 structures with the same formula, charge and spin = 0.475 eV
E = -17597.455 eV
Frontier orbital gap = 10.002 eV
LUMO = 0.71 eV